No. 1
Density functional theory data (ωB97M-V/def2-TZVPD) for a molecular structure, C8H11LaNPS in a non-equilibrium geometry.

Each line ends with the Mulliken charge.
Cartesian coordinates (Å):
C: 2.97542 -0.14131 0.35027  -0.0903
C: 4.28610 -0.50373 -0.07529  -0.8876
C: 4.20474 -1.72435 -0.81131  -0.3739
C: 2.84254 -2.15111 -0.82893  -1.0428
C: 2.05219 -1.19121 -0.14298  -0.0126
La: -0.24276 1.53817 0.64174  1.2133
P: -2.35198 2.85683 -0.81494  -0.2828
H: 2.69581 0.72501 0.96712  0.0808
H: 5.18827 0.07616 0.11676  0.3448
H: 5.04279 -2.24690 -1.26744  0.3759
H: 0.96739 -1.22662 0.02587  0.4085
H: 2.46324 -3.05366 -1.30039  0.3443
H: -2.39363 2.47754 -2.20456  0.1425
H: -2.14617 4.25048 -1.08128  0.1218
H: -3.76479 2.93192 -0.66445  0.1533
S: -3.43375 0.32865 2.20318  -0.2066
C: -3.84094 -0.46603 0.69660  -0.1636
C: -2.74114 -0.65666 -0.08660  -0.5679
N: -1.55905 -0.17273 0.49198  -0.0702
C: -1.72709 0.21835 1.84251  -0.5779
H: -4.86551 -0.68808 0.41022  0.3582
H: -2.66968 -1.09956 -1.07451  0.3652
H: -0.98200 -0.08117 2.60644  0.3675

As for the charge: 0. For the LUMO energy, the calculation gives -1.421 eV. For the strongest force on any atom, the calculation gives 3.0 eV/Å. Its HOMO energy is -5.8221 eV. The calculation puts the energy above the lowest of the compared OMol25 structures with the same formula, charge and spin at 11.9 kJ/mol.

No. 2
Density functional theory data (ωB97M-V/def2-TZVPD) for 2 unconnected molecules or ions with the total composition C3N2O2 in a non-equilibrium geometry.

Each line ends with the Mulliken charge.
Cartesian coordinates (Å):
C: 0.65166 -0.31172 -0.14934  0.1976
C: -1.99362 0.89290 -0.01779  0.1165
C: -0.46583 -1.04476 -0.01374  0.1810
N: -1.22116 -1.87584 0.04815  -0.3223
N: 1.75215 0.05118 -0.00399  0.5682
O: -1.60303 1.95363 0.04906  -0.1521
O: 2.87984 0.33460 0.08766  -0.5890

As for the charge: 0. For the LUMO energy, the calculation gives -0.105 eV. For the strongest force on any atom, the calculation gives 3.8 eV/Å. Its HOMO energy is -10.8263 eV. The calculation puts the energy above the lowest of the compared OMol25 structures with the same formula, charge and spin at 376.0 kJ/mol.

No. 3
Density functional theory data (ωB97M-V/def2-TZVPD) for 4 unconnected molecules or ions with the total composition C3H13NO3 in a non-equilibrium geometry.

Each line ends with the Mulliken charge.
Cartesian coordinates (Å):
C: 0.58836 2.52478 1.39606  -1.0395
C: 0.09363 2.14753 -0.00610  -0.4346
C: -1.33389 0.38003 -0.28222  -0.3522
N: -0.13747 0.73723 -0.09993  -0.3467
H: 0.86150 1.68458 2.00300  0.3665
H: 0.01312 3.29067 1.86138  0.3319
H: 1.60118 3.14603 1.24387  0.2167
H: -0.76434 2.73325 -0.19553  0.4910
H: 0.94903 2.37978 -0.64314  0.3080
H: -2.23012 1.01560 -0.34539  0.1998
H: -1.63592 -0.69236 -0.22399  0.2101
H: 1.15827 -3.67573 0.17346  0.3184
H: 1.98567 -2.63527 0.74774  0.3148
O: 1.38988 -3.32374 1.07124  -0.6385
H: 2.06231 -0.55236 -1.40578  0.2956
H: 1.75067 0.39174 -0.34111  0.4096
O: 2.38973 0.30444 -1.06629  -0.6435
H: -2.65788 -3.97433 -0.97003  0.3301
H: -3.43725 -2.69497 -1.33809  0.3118
O: -2.64651 -3.18689 -1.57915  -0.6493

As for the charge: 0. For the LUMO energy, the calculation gives 0.481 eV. Its SMILES is C=NCC.O.O.O. For the strongest force on any atom, the calculation gives 4.1 eV/Å. Its HOMO energy is -10.2558 eV. The calculation puts the energy above the lowest of the compared OMol25 structures with the same formula, charge and spin at 184.6 kJ/mol.

No. 4
Density functional theory data (ωB97M-V/def2-TZVPD) for 5 unconnected molecules or ions with the total composition C4H17NO6 in a non-equilibrium geometry.

Each line ends with the Mulliken charge.
Cartesian coordinates (Å):
C: 0.89353 1.61441 0.38622  -1.2054
C: 1.90641 1.26920 -0.86512  0.3129
C: 2.36112 -0.12354 -0.88956  -0.9484
O: 1.08827 1.76805 -1.92546  -0.5121
C: -0.50621 1.11367 0.24883  0.6282
N: -1.54567 1.85728 -0.21599  -0.3677
O: -0.81175 -0.00885 0.56627  -0.6444
H: 1.20898 1.08205 1.21441  0.3459
H: 0.89367 2.71550 0.58186  0.4456
H: 2.81306 2.00021 -0.67841  0.2569
H: 2.74954 -0.31247 -1.99623  0.2214
H: 3.23897 -0.25809 -0.24154  0.3959
H: 1.53332 -0.75758 -0.61343  0.2103
H: 1.26823 1.26279 -2.71617  0.3182
H: -1.34607 2.74621 -0.65015  0.2272
H: -2.44675 1.26243 -0.30931  0.2743
H: -1.72839 -1.96423 0.62562  0.3541
H: -1.47977 -3.49080 0.87378  0.3546
O: -1.88211 -2.89013 0.29534  -0.6656
H: -0.20459 -1.92480 1.40936  0.3270
H: -0.29061 -2.26743 2.64151  0.3849
O: 0.10328 -2.67020 1.90903  -0.6388
H: 0.11261 -1.40223 -3.16742  0.2796
H: -0.43285 -1.04167 -1.71162  0.2693
O: 0.06420 -0.71015 -2.44630  -0.5582
H: -1.92983 0.57741 2.14583  0.3278
H: -3.12749 -0.03149 2.62359  0.2848
O: -2.50309 0.58446 2.90507  -0.6781

As for the charge: 0. For the LUMO energy, the calculation gives 0.498 eV. Its SMILES is C[C@@H](O)CC(N)=O.O.O.O.O. For the strongest force on any atom, the calculation gives 4.9 eV/Å. Its HOMO energy is -10.2174 eV. The calculation puts the energy above the lowest of the compared OMol25 structures with the same formula, charge and spin at 144.6 kJ/mol.

No. 5
Density functional theory data (ωB97M-V/def2-TZVPD) for 2 unconnected molecules or ions with the total composition C5H10O in a non-equilibrium geometry.

Each line ends with the Mulliken charge.
Cartesian coordinates (Å):
C: -2.52840 -0.18322 0.56446  -0.7076
O: -1.15945 -0.49274 0.45576  -0.2470
C: -0.29431 0.55183 0.85624  -0.2431
C: 1.16707 0.30811 0.75754  -0.7555
C: 2.14196 0.37453 -1.10370  -0.2416
C: 1.50489 -0.79216 -1.40862  -0.5310
H: -2.77994 0.73801 0.01449  0.3045
H: -3.07771 -1.01969 0.12205  0.2304
H: -2.85244 -0.06136 1.61045  0.2781
H: -0.67146 1.52246 0.49326  0.3832
H: -0.25741 0.64589 1.97485  0.2902
H: 1.31004 -0.71369 1.14134  0.2916
H: 3.19249 0.36696 -0.82169  0.2433
H: 1.76956 1.31914 -1.48964  0.2474
H: 0.54435 -0.80965 -1.91235  0.2114
H: 1.99076 -1.75440 -1.25445  0.2458

As for the charge: 0. For the LUMO energy, the calculation gives 0.693 eV. For the strongest force on any atom, the calculation gives 1.0 eV/Å. Its HOMO energy is -8.1658 eV. The calculation puts the energy above the lowest of the compared OMol25 structures with the same formula, charge and spin at 505.6 kJ/mol.

No. 6
Density functional theory data (ωB97M-V/def2-TZVPD) for 2 unconnected molecules or ions with the total composition C5H12O2 in a non-equilibrium geometry.

Each line ends with the Mulliken charge.
Cartesian coordinates (Å):
O: 1.09318 0.12518 -1.81876  -0.4746
C: 0.65446 1.04815 -1.17742  -0.0169
C: 0.41058 0.99248 0.29842  -1.0375
C: -0.75022 0.02171 0.66269  0.6469
C: -2.02945 0.68548 0.01064  -1.3051
C: -1.04247 -0.22302 2.14160  -1.6997
H: 0.47199 2.02183 -1.67400  0.3763
H: 0.06594 2.00740 0.55755  0.3430
H: 1.31790 0.85283 0.90393  0.4445
H: -0.41370 -0.89551 0.19636  0.5161
H: -1.71885 1.63035 -0.43404  0.3209
H: -2.29541 0.02706 -0.80925  0.3049
H: -2.76366 0.97636 0.75048  0.4327
H: -0.28473 -0.74223 2.72026  0.3519
H: -2.00294 -0.73880 2.15612  0.4210
H: -1.39027 0.70810 2.59604  0.3788
H: 2.00278 -1.49611 0.11082  0.3002
H: 1.69651 -1.92673 -1.29389  0.3401
O: 1.70874 -2.26618 -0.38935  -0.6433

As for the charge: 0. For the LUMO energy, the calculation gives 0.773 eV. Its SMILES is CC(C)CC=O.O. For the strongest force on any atom, the calculation gives 1.9 eV/Å. Its HOMO energy is -10.1566 eV. The calculation puts the energy above the lowest of the compared OMol25 structures with the same formula, charge and spin at 137.4 kJ/mol.

No. 7
Density functional theory data (ωB97M-V/def2-TZVPD) for a molecular structure, C38H27F12NO2SSbV in a non-equilibrium geometry.

Each line ends with the Mulliken charge.
Cartesian coordinates (Å):
V: 0.46506 0.65200 1.30202  0.4717
C: 1.93836 -6.23384 2.52843  -1.6423
C: 1.92240 -4.79009 2.09818  0.2064
C: 3.04060 -4.17243 1.55443  -1.1687
C: 3.01345 -2.84866 1.17063  -0.2088
C: 1.86587 -2.04531 1.27171  -0.1456
N: 1.90116 -0.71045 0.82335  1.1251
C: 2.86119 -0.34890 -0.14541  -0.4361
C: 3.16986 -1.21641 -1.19992  0.4622
C: 4.09331 -0.90260 -2.17764  -1.2062
C: 4.75287 0.31933 -2.17827  0.6032
C: 5.75449 0.68417 -3.24332  -1.5941
C: 4.41529 1.21138 -1.17363  -1.0567
C: 3.49001 0.91607 -0.17387  -0.4689
C: 3.08542 1.97121 0.84396  1.4193
O: 1.70666 1.84314 1.05153  -0.4928
C: 3.24179 3.44571 0.36679  0.3829
F: 2.69481 4.27758 1.25970  -0.2616
F: 2.59094 3.61205 -0.79820  -0.2231
F: 4.51364 3.82909 0.17576  -0.2312
C: 3.80935 1.77186 2.22007  0.5021
F: 3.94434 0.47867 2.51495  -0.2268
F: 5.03897 2.30608 2.19006  -0.2731
F: 3.13631 2.34704 3.21864  -0.2706
C: 0.75296 -2.64815 1.91223  -0.4350
C: 0.81146 -3.99153 2.28837  -0.8249
C: -0.45572 -1.83014 2.33786  1.7643
O: -0.65268 -0.76233 1.47443  -0.3493
C: -0.17811 -1.25649 3.76541  0.3364
F: -0.02293 -2.20864 4.68158  -0.2777
F: 0.96309 -0.52680 3.71214  -0.1690
F: -1.14432 -0.42971 4.17702  -0.2704
C: -1.81229 -2.59146 2.37637  0.1991
F: -1.89911 -3.47670 3.38175  -0.2626
F: -2.82774 -1.73224 2.51972  -0.2154
F: -1.99429 -3.25306 1.21912  -0.2839
H: 2.62648 -6.81786 1.91638  0.4024
H: 0.94879 -6.68435 2.44124  0.3931
H: 2.25643 -6.34090 3.56832  0.2799
H: 3.96158 -4.73331 1.43154  0.3946
H: 3.92099 -2.40656 0.78634  0.5680
H: 2.65743 -2.16821 -1.24514  0.5583
H: 4.29864 -1.62612 -2.96032  0.3807
H: 6.15173 -0.20590 -3.73157  0.3995
H: 6.59695 1.23852 -2.82769  0.3973
H: 5.30389 1.30997 -4.01711  0.2754
H: 4.90147 2.17734 -1.17134  0.5970
H: -0.04669 -4.43503 2.77725  0.5214
S: -1.31092 2.36534 1.84023  -0.6371
Sb: -2.34233 1.51374 -0.01268  1.5615
C: -4.07844 0.46994 0.43375  0.7976
C: -5.02406 1.10827 1.23439  -0.6790
C: -6.20046 0.45199 1.56764  -0.6702
C: -6.42555 -0.83818 1.10718  -0.6042
C: -5.47425 -1.48052 0.32669  -0.6242
C: -4.29423 -0.83098 -0.00827  -0.4871
C: -1.49259 0.51730 -1.65180  0.7171
C: -0.13178 0.45652 -1.93308  0.2284
C: 0.30250 -0.08940 -3.13488  -0.5100
C: -0.61916 -0.56983 -4.05211  -0.6869
C: -1.97864 -0.48707 -3.78265  -0.7937
C: -2.42082 0.06621 -2.58948  -0.7863
C: -2.98088 3.19508 -1.10830  0.7081
C: -4.31999 3.54549 -1.24799  -0.4491
C: -4.66965 4.66517 -1.99512  -0.6401
C: -3.68513 5.43013 -2.60093  -0.5046
C: -2.34648 5.08288 -2.46095  -0.6669
C: -1.99250 3.96871 -1.71464  -0.7318
H: -4.84242 2.10569 1.61913  0.4796
H: -6.93334 0.94335 2.19439  0.4120
H: -7.34224 -1.35001 1.37037  0.3970
H: -5.64501 -2.49338 -0.01393  0.4136
H: -3.54075 -1.35357 -0.58435  0.4364
H: 0.61802 0.84696 -1.25754  -0.1978
H: 1.36351 -0.13049 -3.34275  0.5118
H: -0.27982 -0.99769 -4.98669  0.4090
H: -2.69919 -0.84545 -4.50671  0.4101
H: -3.48648 0.14973 -2.41068  0.5040
H: -5.10079 2.95042 -0.79005  0.4101
H: -5.71170 4.93777 -2.10135  0.4009
H: -3.95878 6.30002 -3.18419  0.3703
H: -1.57719 5.68121 -2.93211  0.4180
H: -0.94267 3.71761 -1.60442  0.4381

Its spin multiplicity is 3. As for the charge: 0. For the LUMO energy (alpha / beta), the calculation gives -0.056 / -0.253 eV. For the strongest force on any atom, the calculation gives 1.8 eV/Å. Its HOMO energy (alpha / beta) is -6.8999 / -7.0536 eV. Its expectation value of S² is 2.01.

No. 8
Density functional theory data (ωB97M-V/def2-TZVPD) for a single C6H13N3 molecule in a non-equilibrium geometry.

Each line ends with the Mulliken charge.
Cartesian coordinates (Å):
C: -0.30838 1.89664 -0.05142  -1.2939
C: -0.10132 0.43130 -0.58606  -0.1906
C: 0.00964 -0.80406 1.17256  -0.9963
C: 1.09214 -0.32713 0.09964  1.4872
C: 1.73412 -1.46677 -0.67695  -1.8926
C: -3.23669 -0.36813 -0.34148  -0.3055
H: -0.96462 2.38852 -0.81625  0.3645
H: 0.73142 2.37418 -0.18714  0.4183
H: -0.72301 2.17084 1.00503  0.2216
H: -0.19503 0.45158 -1.66832  0.4159
H: -0.37924 -0.03457 1.90617  0.3638
H: -0.08351 -1.78703 1.69465  0.2797
H: 2.42968 -1.13383 -1.47721  0.4261
H: 0.95186 -2.15977 -1.05376  0.4147
H: 2.36542 -2.00243 0.00479  0.4200
H: 2.03374 1.23639 1.12857  0.2332
H: 3.04815 0.13118 0.36902  0.2872
H: -3.04818 -0.08779 -1.44339  0.2205
H: -4.29749 -0.41447 0.00776  0.2753
N: -0.97891 -0.67706 0.05615  0.3174
N: 2.18448 0.63864 0.32428  -0.6583
N: -2.26426 -0.45622 0.53339  -0.8083

As for the charge: 0. For the LUMO energy, the calculation gives 1.084 eV. Its SMILES is C=NN1C[C@](C)(N)[C@@H]1C. For the strongest force on any atom, the calculation gives 3.1 eV/Å. Its HOMO energy is -8.4522 eV. The calculation puts the energy above the lowest of the compared OMol25 structures with the same formula, charge and spin at 341.2 kJ/mol.

Q: What is the strongest force on any atom in the third record?
A: 4.1 eV/Å